# 1
The following is a DFT calculation (the ωB97M-V functional and the def2-TZVPD basis) of C49H40IN8O4RbSTe as an isolated structure.

ΔE to the lowest compared entry with this formula, charge and spin in kJ/mol: 0.0
HOMO energy in eV: -2.06
DFT total energy in eV: -98463.51895
Gap between HOMO and LUMO in eV: 5.28
Charge: -2

The geometry in XYZ format:
```
105
Properties=species:S:1:pos:R:3:forces:R:3:lowdin_charge:R:1
Rb 0.263 0.607 0.120 -0.425 -0.190 0.388 0.55
O -5.827 5.061 3.593 -0.042 0.058 -0.014 -0.06
C -6.011 3.911 3.147 -0.093 0.046 0.160 -0.70
O -7.056 3.235 3.073 -0.077 0.022 -0.022 -0.06
C -4.745 3.209 2.624 0.162 -0.032 -0.084 -0.10
C -3.514 3.843 2.637 0.039 0.085 0.030 0.04
C -2.404 3.174 2.140 0.223 0.026 -0.067 -0.21
N -2.455 1.937 1.646 -0.034 0.016 0.046 0.15
C -3.636 1.317 1.643 0.034 -0.199 -0.109 -0.19
C -4.795 1.924 2.118 -0.060 -0.116 -0.040 0.04
C -3.647 -0.084 1.092 0.189 0.157 0.091 -0.20
C -4.779 -0.892 1.167 -0.060 -0.045 0.024 -0.02
C -4.727 -2.174 0.644 -0.014 0.019 0.009 -0.06
C -3.559 -2.619 0.051 -0.025 0.048 -0.029 -0.05
C -2.478 -1.750 0.024 -0.025 0.148 0.159 -0.16
N -2.512 -0.524 0.543 -0.103 -0.077 -0.230 0.07
C -1.051 3.817 2.128 -0.068 -0.136 -0.098 -0.22
C -0.668 4.719 3.117 0.004 0.051 0.067 -0.02
C 0.605 5.262 3.077 -0.018 0.023 0.052 -0.07
C 1.467 4.890 2.059 -0.057 0.005 -0.018 -0.08
C 1.004 3.986 1.115 0.001 -0.090 -0.067 -0.16
N -0.223 3.465 1.140 0.139 0.070 -0.038 0.07
H -3.467 4.856 3.016 0.015 -0.009 -0.006 0.11
H -5.763 1.442 2.104 0.010 -0.002 0.000 0.10
H -5.682 -0.533 1.638 0.013 -0.010 -0.008 0.10
H -5.593 -2.822 0.712 0.015 0.004 -0.005 0.10
H -3.465 -3.619 -0.348 -0.079 0.071 -0.004 0.09
H -1.521 -2.053 -0.393 -0.129 0.025 0.006 0.04
H -1.357 4.967 3.914 0.017 0.004 -0.008 0.11
H 0.924 5.954 3.847 -0.001 -0.002 -0.006 0.10
H 2.479 5.268 1.994 -0.026 0.010 0.009 0.10
H 1.655 3.635 0.317 -0.015 -0.008 0.011 0.10
C 2.966 2.738 -3.037 0.017 0.040 -0.053 -0.03
C 3.278 1.295 -2.784 -0.018 -0.074 0.037 -0.27
N 3.634 0.525 -3.787 0.014 -0.060 0.076 0.10
C 3.952 -0.767 -3.524 -0.055 0.161 -0.004 -0.15
C 3.928 -1.303 -2.261 0.014 -0.036 -0.013 -0.19
C 4.355 -2.729 -2.048 0.097 -0.035 0.010 -0.22
O 5.589 -2.853 -1.332 -0.023 0.021 0.037 -0.06
C 3.556 -0.496 -1.169 0.104 -0.156 0.264 -0.10
C 3.531 -1.100 0.179 -0.076 0.053 -0.330 -0.14
N 3.827 -0.603 1.314 0.090 0.313 0.132 0.10
C 4.368 0.687 1.449 -0.159 -0.296 0.061 -0.36
C 5.540 1.051 0.793 0.123 0.085 -0.072 -0.03
C 6.123 2.288 1.010 -0.021 -0.033 -0.001 -0.09
C 5.552 3.184 1.904 -0.002 -0.022 -0.014 -0.11
C 4.398 2.823 2.585 -0.054 -0.085 0.011 -0.17
C 3.820 1.581 2.369 0.161 0.191 0.006 -0.64
I 2.092 1.069 3.402 -0.082 -0.040 0.046 0.97
C 3.167 0.844 -1.406 -0.100 0.318 0.064 -0.39
O 2.711 1.627 -0.515 0.172 0.036 -0.163 -0.19
H 3.114 2.972 -4.092 -0.011 -0.004 0.028 0.07
H 3.608 3.372 -2.420 0.028 -0.008 -0.019 0.08
H 1.944 2.987 -2.740 0.023 -0.048 -0.008 0.07
H 4.253 -1.376 -4.370 0.000 0.015 -0.031 0.10
H 4.525 -3.201 -3.014 0.019 -0.036 -0.046 0.11
H 3.574 -3.299 -1.535 -0.044 -0.047 0.022 0.10
H 5.452 -2.493 -0.447 0.009 -0.039 -0.064 0.07
H 3.207 -2.145 0.222 0.017 0.020 -0.004 0.06
H 5.975 0.350 0.091 0.017 0.002 -0.017 0.12
H 7.027 2.554 0.475 0.008 -0.001 -0.007 0.10
H 6.001 4.153 2.079 0.008 0.000 -0.005 0.09
H 3.942 3.505 3.291 0.003 -0.015 -0.010 0.08
N 0.253 1.259 -4.799 0.037 0.086 -0.444 0.18
C -0.191 2.543 -4.534 0.144 -0.053 -0.193 -0.21
C -0.246 3.702 -5.302 -0.022 -0.075 0.065 -0.03
C -0.730 4.834 -4.673 -0.031 0.011 0.127 -0.11
C -1.137 4.814 -3.326 0.046 -0.048 -0.100 -0.09
C -1.069 3.657 -2.570 -0.063 0.083 0.000 0.00
C -0.590 2.510 -3.197 0.020 -0.134 0.251 -0.23
N -0.371 1.243 -2.668 -0.418 0.489 0.115 0.13
C 0.122 0.547 -3.642 0.265 -0.526 0.109 -0.28
C 0.486 -0.871 -3.501 -0.218 0.935 0.655 -0.32
C 0.888 -1.711 -4.469 -0.150 -0.340 -0.690 -0.37
S 1.150 -3.253 -3.802 0.560 -0.390 -0.162 1.02
C 0.841 -2.630 -2.238 -0.395 0.031 0.124 -0.49
N 0.446 -1.399 -2.231 0.317 0.080 -0.063 0.04
H 0.788 0.970 -5.602 -0.016 0.024 0.123 0.16
H 0.082 3.723 -6.334 -0.005 0.002 0.011 0.10
H -0.791 5.762 -5.228 -0.003 -0.002 0.007 0.09
H -1.504 5.725 -2.873 0.007 -0.004 -0.005 0.10
H -1.356 3.633 -1.525 0.021 -0.005 -0.035 0.11
H 1.012 -1.505 -5.519 -0.031 -0.066 -0.005 0.07
H 0.947 -3.208 -1.320 -0.121 -0.070 -0.054 -0.03
C -4.455 -7.058 2.592 0.006 0.024 0.005 -0.07
C -3.282 -6.151 2.314 -0.021 -0.020 -0.013 -0.30
C -2.671 -5.423 3.322 0.129 0.137 0.024 -0.04
C -1.577 -4.585 3.086 -0.061 -0.027 -0.112 -0.32
C -0.996 -3.836 4.257 0.030 -0.014 -0.097 -0.13
C -1.049 -4.448 1.781 -0.118 -0.087 0.173 -0.55
Te 0.655 -3.185 1.478 -0.099 -0.303 -0.065 0.73
C -1.683 -5.179 0.751 0.049 -0.080 0.172 -0.34
C -1.237 -5.091 -0.683 0.183 0.039 0.089 -0.11
C -2.768 -6.011 1.033 0.125 0.078 -0.061 -0.05
H -4.803 -6.940 3.620 0.013 0.006 -0.014 0.06
H -4.197 -8.111 2.449 0.026 0.021 -0.004 0.07
H -5.296 -6.839 1.929 0.022 0.010 0.001 0.07
H -3.057 -5.499 4.335 0.008 0.008 -0.004 0.10
H -1.582 -4.019 5.160 0.003 -0.006 -0.001 0.06
H -0.966 -2.763 4.057 -0.038 -0.017 -0.005 0.05
H 0.042 -4.129 4.434 -0.035 -0.013 -0.018 0.05
H -1.317 -4.066 -1.049 0.046 0.022 -0.057 0.04
H -1.847 -5.734 -1.320 0.016 -0.014 -0.004 0.07
H -0.185 -5.374 -0.783 -0.022 0.008 0.009 0.06
H -3.228 -6.559 0.213 0.004 0.009 0.018 0.11
```
Forces are in eV/Å.

# 2
The following is a DFT calculation (the ωB97M-V functional and the def2-TZVPD basis) of C49H41Cl2MnN2OP2S as an isolated structure.

ΔE to the lowest compared entry with this formula, charge and spin in kJ/mol: 0.0
HOMO energy (alpha / beta) in eV: -12.64 / -12.88
DFT total energy in eV: -142274.31166
Gap between HOMO and LUMO (alpha / beta) in eV: 5.62 / 7.24
Charge: +2
Multiplicity: 5

The geometry in XYZ format:
```
99
Properties=species:S:1:pos:R:3:forces:R:3:mulliken_spin:R:1
Mn 0.873 -0.013 -0.232 0.431 0.360 -1.234 3.86
Cl 0.640 -0.156 1.995 -0.468 -0.004 1.313 0.01
C 2.257 -0.110 2.722 -0.019 -0.006 -0.206 0.01
C 2.308 -0.301 4.084 -0.221 -0.028 0.008 0.00
C 3.553 -0.248 4.679 0.174 -0.004 0.161 0.01
C 4.679 -0.013 3.907 0.121 0.002 0.014 0.00
C 4.575 0.169 2.534 0.088 -0.007 0.075 -0.01
Cl 6.017 0.458 1.631 -0.048 0.000 -0.016 0.00
C 3.338 0.125 1.880 -0.149 0.077 -0.206 0.04
S 3.175 0.377 0.141 0.087 -0.232 0.312 0.18
H 1.408 -0.477 4.663 0.069 0.015 -0.084 0.00
H 3.644 -0.387 5.749 0.022 0.010 -0.062 0.00
H 5.659 0.031 4.368 -0.084 0.001 -0.065 0.00
C -5.399 0.007 -1.461 -0.050 0.003 -0.010 0.00
C -4.614 0.067 -0.135 0.036 0.004 -0.022 0.00
C -5.594 0.129 1.046 -0.026 0.016 0.082 0.00
C -3.758 -1.183 -0.032 -0.089 -0.022 -0.019 0.01
C -4.371 -2.433 0.022 -0.082 -0.076 -0.034 0.00
C -3.654 -3.618 0.022 -0.086 -0.020 -0.002 0.00
C -2.275 -3.568 -0.048 0.009 -0.067 0.024 -0.01
C -1.624 -2.338 -0.075 0.162 0.145 0.035 -0.07
P 0.174 -2.329 -0.213 0.261 -0.497 0.068 0.02
C 0.532 -3.401 -1.633 -0.123 0.193 -0.096 0.00
C -0.019 -3.051 -2.871 -0.006 -0.157 -0.007 -0.01
C 0.164 -3.866 -3.975 0.020 0.011 0.021 0.00
C 0.908 -5.037 -3.856 -0.006 -0.006 -0.020 -0.01
C 1.449 -5.390 -2.630 0.032 0.026 0.002 0.00
C 1.262 -4.579 -1.515 0.092 -0.128 -0.019 -0.01
C 0.880 -3.149 1.235 0.004 -0.029 -0.028 -0.01
C 2.262 -3.355 1.245 0.095 0.133 0.061 0.01
C 2.870 -3.953 2.339 -0.013 0.019 -0.008 0.00
C 2.104 -4.330 3.435 -0.036 -0.002 0.007 -0.01
C 0.735 -4.093 3.444 0.000 0.031 -0.023 0.00
C 0.119 -3.501 2.347 0.039 -0.082 0.027 0.00
C -2.373 -1.159 -0.054 0.082 0.409 -0.012 0.02
O -1.657 0.049 -0.076 -0.163 0.020 0.089 -0.01
C -2.356 1.275 -0.124 0.039 -0.326 0.039 0.02
C -1.585 2.443 -0.171 0.074 -0.178 -0.010 -0.02
C -2.228 3.673 -0.263 0.001 0.037 0.025 -0.01
C -3.612 3.737 -0.283 -0.001 0.055 -0.006 0.00
C -4.343 2.567 -0.219 -0.118 0.057 -0.039 0.00
C -3.741 1.311 -0.146 -0.048 -0.004 -0.033 0.01
P 0.224 2.379 -0.032 0.113 0.338 0.244 0.02
C 0.589 2.943 1.659 -0.010 0.016 -0.047 0.00
C -0.402 3.029 2.633 -0.006 0.008 0.073 0.00
C -0.074 3.427 3.925 -0.001 -0.018 -0.047 0.00
C 1.239 3.747 4.245 -0.037 0.008 0.006 0.00
C 2.231 3.661 3.275 0.006 -0.049 -0.058 0.00
C 1.911 3.255 1.987 0.042 -0.076 0.084 0.01
C 0.878 3.707 -1.088 -0.031 -0.144 -0.110 0.00
C 1.005 3.497 -2.462 0.056 0.093 0.010 0.01
C 1.433 4.520 -3.294 -0.003 -0.033 0.026 0.00
C 1.747 5.763 -2.761 0.018 0.016 -0.018 0.00
C 1.630 5.978 -1.396 -0.001 -0.016 0.048 0.00
C 1.199 4.957 -0.559 -0.058 0.104 -0.017 0.00
H -6.043 -0.874 -1.489 0.033 0.061 0.000 0.00
H -4.720 -0.038 -2.315 -0.023 0.000 0.025 0.00
H -6.033 0.888 -1.574 0.034 -0.066 0.006 0.00
H -6.252 -0.741 1.053 0.032 0.040 0.003 0.00
H -6.230 1.012 0.978 0.029 -0.043 0.005 0.00
H -5.059 0.164 1.997 -0.023 -0.001 -0.029 0.00
H -5.455 -2.480 0.044 0.110 0.000 0.006 0.00
H -4.169 -4.572 0.057 0.051 0.106 -0.006 0.00
H -1.694 -4.484 -0.081 -0.026 0.069 -0.008 0.00
H -0.629 -2.163 -2.966 -0.041 0.013 0.014 0.00
H -0.286 -3.600 -4.925 0.039 -0.023 0.082 0.00
H 1.049 -5.681 -4.716 -0.007 0.048 0.057 0.00
H 2.018 -6.305 -2.531 -0.026 0.007 0.002 0.00
H 1.676 -4.883 -0.563 -0.046 -0.004 -0.091 0.00
H 2.871 -3.038 0.403 -0.022 -0.015 0.043 0.01
H 3.940 -4.122 2.336 -0.060 0.014 -0.004 0.00
H 2.575 -4.811 4.284 -0.023 0.052 -0.032 0.00
H 0.140 -4.370 4.306 0.030 -0.007 -0.059 0.00
H -0.948 -3.320 2.366 -0.010 -0.012 -0.020 0.00
H -1.639 4.582 -0.312 -0.015 -0.066 -0.001 0.00
H -4.116 4.695 -0.349 0.054 -0.092 0.004 0.00
H -5.427 2.626 -0.242 0.126 -0.006 0.011 0.00
H -1.432 2.792 2.393 0.028 0.019 0.007 0.00
H -0.850 3.498 4.677 0.033 0.006 -0.042 0.00
H 1.488 4.075 5.247 -0.014 -0.040 -0.064 0.00
H 3.256 3.914 3.519 -0.060 -0.016 -0.022 0.00
H 2.688 3.190 1.235 0.004 -0.014 0.014 0.00
H 0.761 2.538 -2.892 -0.030 -0.098 -0.040 -0.01
H 1.524 4.349 -4.360 -0.003 0.001 0.044 0.00
H 2.085 6.564 -3.409 -0.026 -0.059 0.045 0.00
H 1.874 6.946 -0.975 -0.016 -0.059 -0.021 0.00
H 1.110 5.146 0.503 -0.014 0.009 -0.067 0.00
C 3.109 -0.766 -3.001 -0.102 0.016 -0.030 0.00
C 1.697 -0.328 -3.166 -0.131 -0.043 -0.094 0.04
N 0.799 -0.041 -2.232 -0.713 0.316 0.356 -0.17
C -0.397 0.307 -2.872 0.257 -0.093 0.208 0.10
C -0.211 0.226 -4.201 0.404 -0.050 -0.265 0.00
N 1.108 -0.168 -4.359 -0.179 0.043 -0.358 0.01
H 3.221 -1.387 -2.116 -0.038 -0.021 0.002 0.00
H 3.771 0.094 -2.885 -0.019 0.023 0.008 0.00
H 3.423 -1.333 -3.877 0.005 0.008 0.014 0.00
H -1.284 0.579 -2.326 0.089 0.010 -0.057 -0.02
H -0.872 0.415 -5.033 0.120 -0.038 0.081 0.00
H 1.570 -0.335 -5.240 -0.003 0.007 -0.024 0.00
```
Forces are in eV/Å.

- What is the DFT total energy in the first record?
  -98463.51895 eV